The following is a DFT calculation (ωB97M-V with the def2-TZVPD basis set) of an isolated molecule of C25H26N2O5.

```
58
Properties=species:S:1:pos:R:3:forces:R:3
O 1.401672 3.947510 1.251399 0.194 -0.023 0.137
C 0.971416 3.838075 0.128062 0.054 0.168 -0.495
C 1.845089 4.195130 -1.086119 0.251 0.133 0.351
O 1.415050 3.661050 -2.319293 -0.159 -0.041 -0.159
C 1.297516 2.312265 -2.468001 -0.028 -0.504 -0.233
C 0.812930 1.897045 -3.718958 0.057 0.282 0.101
C 0.568492 0.571331 -3.964312 0.061 -0.096 0.301
C 0.780077 -0.390405 -2.968670 0.200 0.269 0.433
C 0.514425 -1.786673 -3.103571 0.143 -0.495 0.555
C 0.712521 -2.626879 -2.060183 -0.087 0.237 -0.667
C 1.207958 -2.175452 -0.781627 -0.020 -0.364 0.275
O 1.392897 -2.857889 0.195335 -0.038 0.284 -0.328
O 1.491855 -0.828905 -0.701999 0.144 0.066 0.281
C 1.282152 0.028917 -1.722736 -0.259 0.369 -0.858
C 1.560897 1.373316 -1.482920 0.125 0.050 0.092
C 0.341327 -4.037331 -2.396287 0.011 -0.085 0.174
C 0.185050 -4.000401 -3.927558 -0.015 -0.018 0.034
C -0.018190 -2.518573 -4.296892 -0.023 -0.028 -0.053
N -0.270381 3.397244 -0.202088 -0.373 0.156 -0.300
C -1.039906 2.527562 0.593559 -0.086 -0.174 0.215
C -1.700807 1.477072 -0.035413 0.079 0.110 -0.012
C -2.362806 0.530405 0.719241 -0.059 0.091 0.120
C -2.399925 0.619961 2.106684 -0.072 -0.007 -0.009
C -2.996222 -0.498508 2.923581 0.024 -0.082 0.013
N -2.015361 -1.444653 3.440873 -0.058 -0.031 0.049
C -1.207868 -0.945351 4.537660 0.177 -0.338 0.137
C -0.422938 -2.123014 5.118802 -0.158 0.319 0.199
O 0.425037 -2.692101 4.154021 0.182 0.070 0.018
C -0.311945 -3.134736 3.038046 -0.152 -0.044 -0.429
C -1.143603 -2.007588 2.422999 0.237 -0.268 0.185
C -1.787440 1.708968 2.716092 -0.086 -0.094 -0.154
C -1.103908 2.655419 1.973954 0.069 0.115 0.016
H 2.871803 3.888882 -0.851424 -0.163 0.001 0.024
H 1.835338 5.279885 -1.226556 0.029 -0.157 0.076
H 0.632144 2.650169 -4.468948 -0.025 0.084 -0.096
H 0.191310 0.258641 -4.925218 -0.046 -0.029 -0.124
H 1.947374 1.639513 -0.512474 0.036 0.038 0.142
H -0.594563 -4.300403 -1.896850 -0.001 -0.087 0.034
H 1.098489 -4.745513 -2.062341 -0.043 -0.065 0.028
H 1.098467 -4.368352 -4.395272 -0.014 -0.014 -0.013
H -0.640712 -4.621397 -4.268252 0.038 -0.045 -0.056
H -1.076869 -2.279006 -4.428671 -0.021 0.059 -0.068
H 0.502498 -2.245915 -5.214786 -0.055 0.056 -0.061
H -0.487697 3.363005 -1.190018 0.167 0.022 0.181
H -1.667807 1.389800 -1.113651 0.046 -0.022 -0.113
H -2.849000 -0.298070 0.224181 -0.058 -0.102 -0.043
H -3.695536 -1.071781 2.306459 -0.042 0.107 0.030
H -3.542006 -0.097236 3.781804 -0.049 -0.022 -0.064
H -1.863885 -0.526941 5.304644 0.024 0.042 0.021
H -0.490886 -0.174065 4.209451 -0.038 0.003 0.072
H 0.218674 -1.793741 5.938441 -0.078 -0.013 -0.005
H -1.134078 -2.878403 5.488811 0.052 0.083 0.004
H 0.417396 -3.493675 2.310745 -0.135 -0.020 0.057
H -0.982447 -3.954554 3.340014 0.042 0.050 -0.037
H -1.755533 -2.413060 1.614420 0.019 -0.016 -0.078
H -0.457513 -1.253272 2.003913 -0.041 -0.040 -0.036
H -1.840141 1.820575 3.788825 0.013 0.000 0.121
H -0.600911 3.474991 2.458972 0.009 0.061 0.017
```
Positions in Å, forces in eV/Å.

Output
Orbital gap in eV: 8.347
Structure (SMILES): O=C(COc1ccc2c3c(c(=O)oc2c1)CCC3)Nc1ccc(CN2CCOCC2)cc1
Energy relative to the best compared isomer or geometry (same formula, charge and spin) in eV: 1.268
Max |F| in eV Å⁻¹: 0.97
Highest occupied orbital energy in eV: -8.28

Partial charges, natural (NBO), in e: number 1, O, carries -0.59; number 2, C, carries 0.65; number 3, C, carries -0.17; number 4, O, carries -0.49; number 5, C, carries 0.32; number 6, C, carries -0.28; number 7, C, carries -0.14; number 8, C, carries -0.20; number 9, C, carries 0.10; number 10, C, carries -0.15; number 11, C, carries 0.76; number 12, O, carries -0.57; number 13, O, carries -0.47; number 14, C, carries 0.44; number 15, C, carries -0.36; number 16, C, carries -0.42; number 17, C, carries -0.39; number 18, C, carries -0.44; number 19, N, carries -0.63; number 20, C, carries 0.20; number 21, C, carries -0.26; number 22, C, carries -0.19; number 23, C, carries -0.05; number 24, C, carries -0.23; number 25, N, carries -0.44; number 26, C, carries -0.26; number 27, C, carries -0.07; number 28, O, carries -0.52; number 29, C, carries -0.08; number 30, C, carries -0.26; number 31, C, carries -0.20; number 32, C, carries -0.23; number 33, H, carries 0.21; number 34, H, carries 0.23; number 35, H, carries 0.23; number 36, H, carries 0.22; number 37, H, carries 0.24; number 38, H, carries 0.21; number 39, H, carries 0.23; number 40, H, carries 0.21; number 41, H, carries 0.22; number 42, H, carries 0.22; number 43, H, carries 0.22; number 44, H, carries 0.41; number 45, H, carries 0.21; number 46, H, carries 0.21; number 47, H, carries 0.20; number 48, H, carries 0.20; number 49, H, carries 0.20; number 50, H, carries 0.18; number 51, H, carries 0.19; number 52, H, carries 0.16; number 53, H, carries 0.22; number 54, H, carries 0.16; number 55, H, carries 0.20; number 56, H, carries 0.18; number 57, H, carries 0.21; number 58, H, carries 0.24